[1]
48
Properties=species:S:1:pos:R:3:forces:R:3 method="wB97M-V/def2-TZVPD" smiles="CN(CCOc1ccc(Cl)cc1)Cc1cccc(S(=O)(=O)N(C)C)c1" orbital_gap_ev=9.253 e_above_lowest_ev=0.000
C 4.5907 -1.2210 -1.4369 0.00 -0.01 0.00
N 3.3131 -0.8980 -0.8378 0.00 -0.12 -0.02
C 3.3824 -0.9920 0.6063 -0.30 0.28 0.15
H 4.2295 -0.3846 0.9333 0.01 -0.09 0.06
C 2.1321 -0.4746 1.3123 0.23 -0.36 0.07
O 1.9776 0.8942 1.0077 0.11 0.18 -0.04
C 0.8220 1.5095 1.3544 -0.23 0.21 0.09
C -0.1583 0.9600 2.1748 0.32 -0.15 -0.06
C -1.3125 1.6722 2.4571 -0.04 0.27 -0.06
C -1.4941 2.9341 1.9216 0.11 -0.21 0.04
C -0.5158 3.5041 1.1191 -0.03 -0.06 0.07
C 0.6329 2.7959 0.8424 0.12 -0.21 0.11
H 1.4094 3.2181 0.2257 0.10 0.07 -0.11
H -0.6588 4.4939 0.7157 -0.03 0.10 -0.04
Cl -2.9522 3.8047 2.2531 -0.19 0.11 0.04
H -2.0675 1.2430 3.0971 -0.09 -0.03 0.05
H -0.0302 -0.0158 2.6163 0.03 -0.10 0.00
H 1.2471 -1.0362 0.9888 0.03 0.05 0.10
H 2.2614 -0.6130 2.3958 -0.07 -0.01 -0.13
H 3.5487 -2.0334 0.9438 0.00 0.08 0.00
C 2.2101 -1.6506 -1.4148 0.07 0.10 -0.04
C 0.9529 -0.8226 -1.5145 -0.26 0.04 -0.03
C 1.0380 0.5393 -1.7830 -0.06 -0.11 -0.08
C -0.1045 1.3057 -1.9336 -0.09 -0.08 -0.07
C -1.3555 0.7181 -1.8289 -0.08 0.17 -0.05
C -1.4358 -0.6340 -1.5620 -0.68 -0.33 0.03
C -0.3026 -1.4053 -1.3955 0.22 -0.11 0.01
H -0.4222 -2.4612 -1.2043 0.08 -0.16 0.03
S -3.0462 -1.4154 -1.4133 -0.16 -0.06 0.21
O -3.9604 -0.7768 -2.3112 0.12 0.33 0.10
O -2.8679 -2.8355 -1.4994 0.29 0.06 0.18
N -3.5628 -1.0824 0.1432 0.14 -0.36 -1.06
C -3.9435 0.2876 0.3774 -0.12 0.45 -0.11
H -4.4970 0.6208 -0.4965 -0.09 0.21 0.13
H -4.5918 0.3366 1.2527 0.01 -0.01 0.01
H -3.0749 0.9387 0.5378 -0.06 0.01 0.02
C -2.7512 -1.6897 1.1656 0.28 -0.30 0.19
H -2.5244 -2.7009 0.8369 0.08 -0.07 0.25
H -3.3150 -1.7313 2.0978 -0.01 0.01 -0.01
H -1.8185 -1.1357 1.3337 -0.01 -0.02 0.04
H -2.2616 1.2824 -1.9780 -0.09 0.15 -0.03
H -0.0238 2.3604 -2.1474 0.00 0.10 -0.02
H 2.0166 0.9849 -1.8643 0.09 0.07 0.03
H 2.0078 -2.5824 -0.8611 0.01 0.01 -0.06
H 2.4882 -1.9371 -2.4342 0.04 -0.06 0.11
H 5.3519 -0.5572 -1.0295 0.07 -0.01 -0.01
H 4.5344 -1.0568 -2.5115 0.06 -0.03 -0.05
H 4.9022 -2.2610 -1.2529 0.04 -0.02 -0.02

[2]
9
Properties=species:S:1:pos:R:3:forces:R:3 method="wB97M-V/def2-TZVPD" smiles=Cn1cno1 orbital_gap_ev=9.010 e_above_lowest_ev=6.216
C -0.7998 0.9268 -0.6111 -3.55 -6.16 -5.76
C 0.7908 -0.4009 0.8080 -0.24 -0.02 -1.04
N -1.4385 -0.0359 -1.6975 0.87 5.42 1.69
N -0.1314 -0.1388 -0.2650 1.59 -0.32 1.86
O -0.4847 -0.9432 -1.2729 0.39 -1.05 1.53
H -0.9728 1.8362 -0.1937 -0.46 2.27 1.12
H 1.6824 0.0272 0.4638 2.03 -0.12 -0.04
H 0.5238 0.1543 1.6651 -0.80 0.70 0.88
H 0.8302 -1.4257 1.1035 0.17 -0.71 -0.25

[3]
42
Properties=species:S:1:pos:R:3:forces:R:3 method="wB97M-V/def2-TZVPD" spin_multiplicity=2 total_charge=-1 orbital_gap_ev="2.211 / 9.752" e_above_lowest_ev=3.486
O -3.3406 0.3629 2.8269 -0.08 1.10 0.84
H -3.6892 0.0059 2.0162 -0.02 -0.43 -0.68
H -3.5833 1.3098 2.7647 0.25 -0.67 0.08
O -1.1325 3.5683 2.1703 -0.62 2.45 -0.53
H -1.2196 2.7280 1.7399 -0.19 -0.95 -0.57
H -1.5355 4.2358 1.5313 0.70 -1.47 1.17
O -2.8442 0.1036 -0.0907 -2.90 -1.70 -1.62
H -3.8389 0.2451 0.0227 1.05 0.80 0.58
H -3.0992 -0.6120 -0.7864 1.38 0.98 0.94
O -0.4394 1.4450 -4.5786 -0.62 0.16 -1.23
H -0.1294 2.0058 -3.8810 0.39 -0.01 0.71
H -0.2418 0.5258 -4.4143 0.22 -0.15 0.54
O 1.0848 -0.4927 0.4180 -1.18 2.14 0.67
H 1.7612 -0.9128 -0.0539 1.63 -1.34 -1.01
H 0.9376 0.3267 -0.1198 -0.30 -0.98 0.84
O 3.2208 3.2528 -1.4201 3.46 2.31 0.58
H 2.3854 2.8391 -1.4040 -1.65 0.07 1.09
H 3.4839 3.9518 -0.7124 -1.82 -2.39 -1.67
O -2.4720 -2.5420 -2.3235 2.24 -1.61 -1.44
H -3.3543 -2.7666 -2.5340 -1.92 -0.09 -0.11
H -1.9874 -3.2286 -2.9061 -0.64 1.66 1.63
O 0.2771 -2.6986 -1.9719 -0.29 2.06 -0.03
H 0.2511 -2.5351 -1.0173 0.29 -0.42 0.11
H -0.1659 -1.8437 -2.2054 0.31 -0.47 -0.25
O 0.4210 -5.1335 -1.8946 0.27 1.50 -0.15
H 0.6312 -4.3963 -1.2547 -0.22 -1.80 -0.55
H 0.2649 -4.4897 -2.6369 0.14 -1.28 0.83
O -0.7096 -0.3194 -1.5446 0.50 0.86 -0.96
H -1.1382 -0.5886 -0.7117 -0.09 0.87 -0.37
H -0.9763 0.5839 -1.8294 -0.36 -1.07 0.83
O 0.5013 -0.5944 4.6167 0.23 0.33 0.10
H 0.4173 -0.8227 3.6924 -0.16 -0.38 -0.44
H 0.5398 0.3653 4.5455 -0.09 0.09 0.29
O 3.8556 2.5091 1.8395 0.60 -0.25 -0.85
H 4.6108 1.9933 2.1194 0.53 -0.46 -0.54
H 3.5358 2.7351 2.6884 -1.15 0.75 1.39
O 1.0298 2.6039 0.8130 0.52 -0.12 -0.21
H 1.9505 2.2722 0.8896 -0.68 0.59 0.40
H 0.8423 3.3100 1.4635 0.27 -0.61 -0.33
O 1.3074 -3.1749 1.0628 -0.48 -0.33 -2.67
H 1.9130 -3.5560 1.6540 0.69 -0.33 1.60
H 0.6745 -2.5718 1.4166 -0.24 0.60 0.97

[4]
59
Properties=species:S:1:pos:R:3:forces:R:3 method="wB97M-V/def2-TZVPD" smiles="N#C[C@H](N=C(c1ccccc1)c1ccccc1)[C@H](/C=C/N1CCOCC1)c1ccccc1" orbital_gap_ev=7.856
C -4.7268 -0.2817 -2.5255 -0.35 0.36 -0.46
C -4.1585 -1.5205 -2.2223 -0.24 0.08 0.23
C -2.7816 -1.6345 -2.0997 0.88 1.25 0.03
C -1.9713 -0.4853 -2.2697 -1.23 -0.22 -0.73
C -0.4947 -0.5032 -2.0831 -0.12 0.69 0.22
N -0.0572 0.6737 -1.8423 0.73 -0.67 1.15
C 1.2959 0.9976 -1.4062 -0.23 -2.01 -1.79
C 1.6781 2.0180 -2.3983 1.32 2.84 -1.27
N 1.9889 2.8847 -3.1296 -0.86 -2.59 1.68
C 0.2752 -1.7695 -2.2350 0.76 -0.79 0.59
C -0.1399 -2.7445 -3.1624 0.21 0.40 0.41
C 0.6084 -3.9041 -3.3435 0.09 -0.26 -0.19
C 1.8035 -4.1006 -2.6548 0.13 0.26 -0.04
C 2.2461 -3.1323 -1.7474 -0.21 -0.39 0.29
C 1.4510 -2.0410 -1.4629 -1.00 0.88 -0.52
C -2.5681 0.7593 -2.6188 0.33 -0.57 0.48
C -3.9415 0.8719 -2.7498 -0.02 -0.84 0.24
H -5.8127 -0.2033 -2.6468 0.39 -0.08 0.15
H -4.7754 -2.4069 -2.0228 0.13 0.53 -0.23
H -2.2891 -2.5618 -1.8278 -0.31 -0.01 0.01
H 2.0740 0.1884 -1.4978 -0.97 0.59 -0.63
H -1.0783 -2.6041 -3.6973 0.41 0.00 -0.06
H 0.2572 -4.6585 -4.0555 0.15 0.27 0.31
H 2.3987 -5.0008 -2.8065 -0.18 0.23 -0.08
H 3.1809 -3.2435 -1.1986 -0.22 -0.20 -0.14
H 1.7005 -1.3525 -0.6452 -0.06 -0.62 -0.50
H -1.9074 1.6272 -2.6885 -0.33 -0.35 -0.18
H -4.3790 1.8432 -3.0034 0.01 -0.51 0.11
C 1.2341 -2.0679 5.1316 -0.26 0.09 0.56
C 1.0158 -2.1674 3.6422 -0.90 0.13 -1.16
N 0.5798 -0.9100 3.0502 -0.05 0.07 0.35
C 1.0818 -0.5258 1.8560 -0.32 3.18 -1.92
C 0.6215 0.5776 1.1165 0.44 -1.85 1.14
C 1.3960 1.3564 0.1081 1.41 0.48 -0.74
C 1.1268 2.8844 0.1278 1.12 -2.04 0.40
C 2.2146 3.6698 -0.2183 -0.41 0.83 0.34
C 2.0044 5.0297 -0.4532 0.30 -1.18 -0.11
C 0.7082 5.5104 -0.4048 -0.14 1.04 1.03
C -0.3578 4.7288 0.0367 0.01 -0.45 -0.25
C -0.1557 3.3755 0.2676 -0.51 -0.18 0.27
C -0.5381 -0.1881 3.6737 0.43 -0.36 -0.01
C -0.7599 -0.8006 5.0543 0.10 -0.01 0.38
O 0.4836 -1.0035 5.7169 0.16 -0.27 -0.39
H 0.8770 -3.0155 5.5509 0.30 -0.03 0.27
H 2.2920 -1.9128 5.3801 -0.36 0.06 0.05
H 1.9381 -2.4496 3.1269 -0.22 -0.23 0.11
H 0.2144 -2.9012 3.4205 0.60 -0.12 0.13
H 2.0026 -1.0189 1.5078 -0.42 0.05 0.43
H -0.2719 1.1023 1.4069 -0.28 -0.34 0.37
H 2.4812 1.0377 0.1750 -0.77 1.28 0.87
H 3.1940 3.2021 -0.3180 -0.19 0.28 0.05
H 2.8759 5.6218 -0.6940 -0.25 0.38 -0.12
H 0.5577 6.5809 -0.4954 -0.10 -0.06 -0.31
H -1.3551 5.1206 0.1999 0.14 0.28 -0.21
H -0.9931 2.6972 0.5538 0.74 0.76 -0.32
H -0.2879 0.8800 3.7755 0.07 -0.29 -0.20
H -1.4633 -0.2800 3.0817 0.18 0.08 0.00
H -1.2694 -0.0906 5.7251 -0.26 -0.45 -0.50
H -1.3244 -1.7584 4.9392 0.24 0.57 0.39

[5]
38
Properties=species:S:1:pos:R:3:forces:R:3 method="wB97M-V/def2-TZVPD" orbital_gap_ev=5.512 e_above_lowest_ev=7.591
F -2.2516 3.2691 2.5760 -0.19 -0.77 -0.59
N -2.1924 2.0587 2.0080 0.44 -7.33 -3.43
C -3.0133 1.4530 0.9784 1.07 -0.27 0.72
N -2.5704 0.1120 0.6851 1.02 2.94 2.27
C -1.4054 -0.2831 1.4889 -2.01 6.36 1.48
C -1.2223 1.0087 2.3081 1.14 -1.48 0.76
C -0.0801 1.3499 3.4108 0.47 0.18 -2.23
C 1.0625 2.1565 2.5752 2.01 0.99 -1.52
C 1.8990 1.2522 1.5805 0.92 3.69 -0.12
C 2.9929 1.8914 0.6841 -3.01 2.04 3.22
C 3.1973 3.4401 0.8184 -1.80 -1.12 1.62
C 2.4156 4.3452 1.8035 -1.00 -3.91 -0.25
C 1.3004 3.6869 2.7123 2.10 -2.60 -2.66
H -3.8593 2.0548 0.5145 1.31 -1.39 0.53
H -3.0203 -0.5030 -0.0231 0.55 0.53 0.52
H -0.7951 -1.2460 1.4896 -1.31 1.34 -0.48
H 0.4269 0.3725 3.7365 -1.15 1.49 -0.24
H -0.5099 1.9635 4.2709 0.63 -1.00 -1.18
H 1.6948 0.1200 1.4941 0.32 2.07 0.21
H 3.5751 1.2165 -0.0234 -0.82 1.31 1.04
H 3.9755 3.9243 0.1415 -1.21 -0.70 1.12
H 2.6117 5.4790 1.8524 -0.32 -2.15 -0.11
H 0.6708 4.2857 3.4525 1.10 -0.89 -1.22
C -0.7025 -2.6278 -4.4035 -0.07 0.44 -0.03
C -1.3606 -3.6334 -3.4746 0.06 -0.37 -0.12
O -0.4866 -4.1589 -2.4893 0.70 0.30 -0.44
C -0.2128 -3.3742 -1.2975 -1.48 0.06 0.34
O -1.3317 -2.9751 -0.7196 0.52 0.95 0.56
C 0.8132 -2.2055 -1.5378 -0.09 -0.72 -0.97
F 1.7852 -2.5781 -2.4117 -0.03 0.27 0.23
F 1.4681 -1.8770 -0.3895 -0.26 0.09 0.09
F 0.2842 -1.0607 -2.0212 0.11 0.05 0.40
H 0.3127 -2.9345 -4.6655 -0.12 -0.07 0.00
H -1.2889 -2.5173 -5.3206 0.02 -0.09 0.00
H -0.6480 -1.6415 -3.9437 0.06 -0.05 -0.08
H -1.6533 -4.4948 -4.0844 0.06 -0.09 0.18
H -2.2881 -3.2398 -3.0473 0.18 0.11 0.24
H 0.4069 -4.0893 -0.7285 0.09 -0.18 0.13

[6]
65
Properties=species:S:1:pos:R:3:forces:R:3 method="wB97M-V/def2-TZVPD" orbital_gap_ev="6.181 / 6.198" e_above_lowest_ev=0.000
Ce -0.2104 0.3305 0.9913 1.89 0.56 -2.09
C -0.5262 -3.4594 -2.6347 0.00 -0.03 -0.01
C 0.3418 -2.2722 -2.3148 0.00 0.07 0.02
C 0.2613 -1.1011 -3.0727 -0.05 -0.01 0.04
C 1.0075 0.0206 -2.7496 0.01 -0.09 -0.08
C 1.9138 -0.0340 -1.6983 0.05 0.11 0.06
C 2.0420 -1.2058 -0.9624 -0.09 0.03 0.04
C 1.2357 -2.3059 -1.2480 -0.03 -0.04 -0.09
H -1.2550 -3.6417 -1.8409 0.02 0.03 0.01
H 0.0702 -4.3662 -2.7418 0.01 0.00 0.01
H -1.0742 -3.3094 -3.5651 0.01 0.01 0.01
H -0.4119 -1.0648 -3.9226 -0.01 -0.01 0.02
H 0.8917 0.9348 -3.3163 0.01 -0.02 0.00
H 2.5171 0.8282 -1.4527 0.01 0.01 -0.03
H 2.7808 -1.2733 -0.1748 0.02 -0.01 -0.05
H 1.3277 -3.2061 -0.6501 0.00 0.02 0.01
C 0.2547 -2.1055 7.8601 0.00 -0.02 0.01
C -0.3529 -1.4244 6.6661 -0.02 -0.01 -0.01
C -0.0164 -0.1056 6.3686 0.04 0.04 0.00
C -0.5506 0.5409 5.2695 -0.02 -0.11 0.05
C -1.4454 -0.1518 4.4636 0.00 -0.09 0.20
C -1.8225 -1.4587 4.7428 0.14 0.09 0.04
C -1.2611 -2.0861 5.8423 0.02 -0.05 0.03
S -2.1619 0.6996 3.1261 -0.18 0.32 -0.07
O -1.0942 1.6412 2.6257 -0.59 -0.10 0.75
O -3.3850 1.3248 3.5025 -0.20 0.17 0.05
N -2.2328 -0.4298 2.0032 -0.30 0.14 -0.30
C -2.8788 -0.1574 0.7635 -0.33 -0.34 0.74
C -4.0335 0.6095 0.6130 -0.17 -0.05 -0.06
C -4.5408 0.7533 -0.6576 0.03 -0.01 -0.04
C -3.8956 0.1437 -1.7330 -0.04 0.00 -0.03
C -2.7450 -0.5666 -1.4923 0.03 -0.07 0.11
N -2.2279 -0.7208 -0.2606 0.01 0.24 0.06
H 1.3260 -1.9102 7.9182 -0.01 0.01 -0.02
H 0.1047 -3.1834 7.8251 -0.01 0.00 -0.01
H -0.1956 -1.7350 8.7831 -0.01 0.01 -0.01
H 0.6922 0.4173 6.9997 -0.01 -0.01 0.00
H -0.2604 1.5541 5.0241 -0.02 0.00 -0.02
H -2.5140 -1.9825 4.0974 0.00 0.03 -0.01
H -1.5274 -3.1132 6.0595 0.00 0.00 0.01
H -4.5033 1.0658 1.4707 0.02 -0.02 -0.01
H -5.4333 1.3444 -0.8153 0.00 -0.01 -0.02
H -4.2701 0.2334 -2.7425 -0.01 0.02 0.02
H -2.1965 -1.0395 -2.2923 0.05 0.01 -0.05
S -1.0441 2.2375 -0.8794 0.13 -0.47 0.41
C -0.4311 3.6399 -0.0396 -0.49 0.37 -0.12
C -1.2196 4.8473 -0.1873 0.28 -0.40 -0.01
N -1.8597 5.7896 -0.3412 -0.06 0.03 0.01
C 0.6869 3.6635 0.7167 0.35 0.37 0.40
S 1.7552 2.3116 0.9915 -0.25 -0.34 0.08
C 1.0533 4.8937 1.3923 -0.15 -0.38 -0.25
N 1.3442 5.8562 1.9492 0.06 0.02 0.03
O 1.4924 -0.3093 3.0309 0.11 -0.06 0.10
B 1.4095 -1.3013 2.0392 -0.38 0.26 -0.05
O 2.4671 -2.1724 2.1487 0.20 -0.25 0.26
C 3.2144 -1.7293 3.2310 -0.01 -0.28 -0.26
C 4.3693 -2.2702 3.7446 0.04 0.06 0.10
C 4.9308 -1.5973 4.8287 -0.02 0.02 0.00
C 4.3558 -0.4382 5.3481 -0.02 -0.03 -0.04
C 3.1843 0.0954 4.8124 0.12 -0.05 0.06
C 2.6385 -0.5941 3.7569 -0.24 0.29 0.00
H 4.8131 -3.1615 3.3241 0.00 0.01 0.00
H 5.8417 -1.9793 5.2692 0.00 0.01 0.01
H 4.8333 0.0655 6.1776 0.01 -0.01 0.00
H 2.7401 1.0064 5.1871 -0.01 -0.01 0.00

Taking the records one at a time from the top gives strongest force on any atom values of 1.131 9.151 4.201 3.726 8.107 2.879 eV/A.
Taking the records one at a time from the top gives total energy values of -1893.2842 -263.1349 -1070.0561 -1322.5574 -1202.1192 -3333.4799 Eh.